49
Properties=species:S:1:pos:R:3 method="wB97M-V/def2-TZVPD" energy_ha=-1531.5561 orbital_gap_ha="0.2343 / 0.2378" e_above_lowest_ev=0.000
O -0.45171 0.48507 -3.85077
H -0.66226 0.95195 -4.67226
Pb -1.31871 -0.71701 -0.18056
N -2.07828 1.99782 -1.12372
N 0.16031 2.02954 0.00367
N -0.32947 -3.06844 -0.12779
N 0.92748 -1.14860 0.90705
O -2.61704 1.89423 -2.44349
O -0.78367 -3.98561 -0.91594
O 1.50098 -0.13792 1.60680
O 1.45520 1.94648 0.09909
C -0.26391 3.25286 -0.37478
C -1.60645 3.22860 -0.91044
C 0.46417 -3.44123 0.89785
C 1.19803 -2.35957 1.44328
C -2.32334 4.42949 -1.42431
H -2.17053 4.58983 -2.49879
H -2.00020 5.33429 -0.90747
H -3.40073 4.32167 -1.25947
C 0.55614 4.49095 -0.36671
H 1.20050 4.57037 -1.25122
H 1.19411 4.50634 0.51796
H -0.06431 5.39471 -0.35294
C 0.53490 -4.82229 1.41514
C 2.13247 -2.53993 2.57412
H 0.01284 -5.52473 0.75790
H 0.07699 -4.88240 2.41490
H 1.58041 -5.13407 1.53090
H 2.79539 -1.67430 2.65304
H 2.73587 -3.44868 2.44808
H 1.60011 -2.64777 3.53804
H -1.50729 -2.96923 -1.83873
H 1.47909 0.66865 0.95716
C 0.94231 0.51766 -3.71501
H 1.54530 -0.14321 -4.36665
H 1.08374 0.09781 -2.70149
H 1.36847 1.52105 -3.71914
O -1.94788 -2.06651 -2.06443
H -1.95983 1.30161 -2.89924
H -1.65869 -1.78739 -2.96109
N -2.27860 -2.20937 4.85427
N -1.86127 -1.30680 3.89036
N -1.84768 0.04066 4.15202
C -1.90509 0.52587 2.93318
N -2.04263 -0.40218 1.97417
N -2.06267 -1.58552 2.60117
H -2.00646 -3.16153 4.60347
H -1.96772 -1.91368 5.77510
H -1.90467 1.58644 2.74671